Below is one molecule with the formula C19H24N2O5S at a distorted geometry, with properties calculated with ωB97M-V with the def2-TZVPD basis set.

Each line ends with the natural charge from an NBO analysis.
CARTESIAN COORDINATES (ANGSTROEM)
C: -4.33369 -2.04440 -1.79651  -0.636
H: -5.26887 -1.95998 -2.34328  0.200
H: -4.54230 -2.32381 -0.76764  0.239
H: -3.73455 -2.82330 -2.26221  0.212
C: -3.56094 -0.72642 -1.81648  -0.218
N: -4.11199 0.34004 -1.01312  -0.692
S: -3.81610 0.23041 0.62484  2.328
O: -4.10743 -1.07646 1.14995  -0.951
O: -4.44340 1.35902 1.24627  -0.944
C: -2.04194 0.46068 0.65802  -0.357
C: -1.51911 1.69476 0.33627  -0.154
C: -0.14896 1.89243 0.37957  -0.318
C: 0.70728 0.85362 0.73758  0.396
C: 0.16092 -0.41749 1.02000  0.082
C: -1.21321 -0.59247 0.99601  -0.192
H: -1.65642 -1.54432 1.24483  0.246
N: 1.00046 -1.48683 1.36514  -0.631
C: 2.09563 -1.91182 0.67064  0.906
O: 2.81722 -2.79166 1.06774  -0.646
O: 2.21604 -1.27757 -0.50454  -0.515
C: 3.40144 -1.54259 -1.25957  -0.112
C: 4.45000 -0.50120 -0.97090  0.033
C: 5.16886 -0.55732 0.21716  -0.234
C: 6.10574 0.41734 0.51145  -0.201
C: 6.33521 1.45354 -0.37918  -0.221
C: 5.62146 1.51403 -1.56407  -0.214
C: 4.67892 0.54300 -1.85621  -0.236
H: 4.12067 0.59311 -2.78016  0.211
H: 5.79876 2.31971 -2.26150  0.214
H: 7.07013 2.21159 -0.15108  0.215
H: 6.66136 0.36659 1.43619  0.216
H: 4.98839 -1.36698 0.90814  0.236
H: 3.09435 -1.51437 -2.30758  0.195
H: 3.76731 -2.54216 -0.99971  0.221
H: 0.71081 -2.08777 2.12304  0.418
O: 2.04632 0.97378 0.87521  -0.502
C: 2.65131 2.21817 0.61285  -0.256
H: 2.50509 2.52268 -0.42744  0.180
H: 3.71440 2.06896 0.79379  0.214
H: 2.27154 2.99605 1.28247  0.179
H: 0.24737 2.86828 0.15085  0.227
H: -2.19025 2.49639 0.07571  0.236
C: -5.34029 1.00085 -1.40556  -0.216
C: -6.61529 0.32675 -0.90485  -0.627
H: -7.47529 0.94611 -1.14904  0.213
H: -6.55624 0.21502 0.17448  0.224
H: -6.75366 -0.65387 -1.35005  0.204
H: -5.34170 1.07954 -2.49628  0.200
H: -5.28849 2.00597 -0.97920  0.219
H: -2.55274 -0.89550 -1.42706  0.208
H: -3.46886 -0.35626 -2.84348  0.201

Properties
Net charge: 0
Structure (SMILES): CCN(CC)S(=O)(=O)c1ccc(OC)c(NC(=O)OCc2ccccc2)c1
Relative energy (zero: lowest compared OMol25 entry of this formula, charge and spin): 228.3 kJ/mol
Spin multiplicity: 1
Kohn-Sham gap: 9.259 eV